Entry from the Open Molecules 2025 dataset: C16H45AgO9S6 as an isolated structure in a non-equilibrium geometry (ωB97M-V with the def2-TZVPD basis set).

Output
Multiplicity = 2
Expectation value of S² = 0.76
HOMO level (alpha / beta) = -4.276 / -4.276 eV
Net charge = -1
Energy = -3849.4082 a.u.

Each line ends with the Löwdin charge.
Positions of all 77 atoms, in Å:
Ag: -5.4781 -22.1070 -5.7101  0.694
C: -4.8024 -18.5643 -4.6646  -0.098
C: -6.1409 -19.0647 -4.0880  -0.538
O: -6.7532 -20.1906 -4.5608  -0.360
H: -4.0253 -19.2579 -4.3434  0.039
H: -4.5702 -17.5414 -4.3681  0.032
H: -4.7884 -18.5809 -5.7544  0.069
H: -6.8980 -18.2814 -4.1236  0.051
H: -6.0166 -19.0335 -3.0056  0.041
O: -0.6678 -22.5632 -7.6527  -0.023
C: -0.8895 -21.9294 -6.4226  -0.283
C: -2.4006 -21.5064 -6.0360  -0.367
O: -3.4456 -21.6203 -7.0514  -0.433
H: -0.2289 -21.0624 -6.4278  0.069
H: -0.5501 -22.5504 -5.5935  0.094
H: -2.3587 -20.5164 -5.5819  0.052
H: -2.6908 -22.1556 -5.2099  0.036
C: -1.0356 -15.9341 -1.3216  -0.277
S: -2.6778 -15.9440 -2.1069  0.869
O: -2.2946 -16.1328 -3.5934  -0.592
C: -3.3115 -17.6252 -1.5552  -0.228
H: -0.9268 -15.7780 -0.2484  0.048
H: -0.4257 -15.0731 -1.5949  0.046
H: -0.4123 -16.7822 -1.6050  0.049
H: -4.3939 -17.7080 -1.6536  0.028
H: -3.1700 -17.9030 -0.5108  0.049
H: -2.9944 -18.3932 -2.2606  0.022
C: -7.8046 -14.9971 -4.9929  -0.276
S: -6.2709 -14.1926 -5.5458  0.834
O: -6.7251 -12.7586 -5.8728  -0.595
C: -5.3823 -14.3499 -3.9592  -0.266
H: -7.8938 -14.6487 -3.9639  0.046
H: -7.5855 -16.0611 -4.9036  0.010
H: -8.7304 -14.9384 -5.5652  0.054
H: -4.3463 -14.0198 -4.0364  0.041
H: -5.4464 -15.3950 -3.6565  0.037
H: -5.9611 -13.7084 -3.2947  0.052
C: -11.8016 -17.8699 -4.2118  -0.280
S: -9.9793 -17.6252 -4.0708  0.830
O: -9.4634 -18.8558 -3.3142  -0.539
C: -9.6064 -17.9642 -5.8670  -0.239
H: -11.9358 -18.9404 -4.3671  0.048
H: -12.3214 -17.4822 -5.0879  0.039
H: -12.3525 -17.4564 -3.3671  0.035
H: -10.0608 -18.8181 -6.3694  0.062
H: -8.5293 -18.0963 -5.7643  0.023
H: -9.7207 -17.0258 -6.4097  0.033
C: -5.5878 -21.7986 -0.2340  -0.243
S: -6.4958 -20.1977 -0.4807  0.841
O: -7.6400 -20.7519 -1.3204  -0.558
C: -7.2672 -19.9441 1.1793  -0.267
H: -4.5988 -21.6154 0.1859  0.009
H: -5.3164 -22.1115 -1.2422  0.031
H: -6.1320 -22.5610 0.3235  0.053
H: -6.5228 -19.5978 1.8962  0.036
H: -7.7994 -20.8213 1.5473  0.046
H: -8.0085 -19.1475 1.1159  0.040
C: -1.2421 -14.8913 -6.1785  -0.246
S: -0.4374 -16.1995 -7.2599  0.839
O: 1.0453 -16.0246 -6.9472  -0.623
C: -0.9164 -17.7414 -6.2549  -0.221
H: -0.4909 -14.8643 -5.3892  0.034
H: -2.1644 -15.3346 -5.8031  0.015
H: -1.3209 -13.8899 -6.6017  0.043
H: -0.7456 -17.4817 -5.2102  0.028
H: -0.2827 -18.5594 -6.5974  0.035
H: -1.9776 -17.9162 -6.4325  0.043
C: -1.0350 -20.4600 -2.5319  -0.292
S: -1.4343 -21.3908 -1.0686  0.869
O: -2.4576 -20.5211 -0.3164  -0.590
C: -2.2371 -22.8410 -2.0406  -0.210
H: -0.8583 -19.3986 -2.3581  0.042
H: -1.9675 -20.3195 -3.0784  0.042
H: -0.1454 -20.8834 -2.9984  0.063
H: -1.7952 -22.8512 -3.0369  0.024
H: -3.2710 -22.7012 -2.3561  0.034
H: -2.3414 -23.7259 -1.4126  0.042